{
  "formula": "C2H5NO2",
  "method": "ωB97M-V/def2-TZVPD",
  "homo_energy_ha": [-0.26128, -0.40154],
  "lumo_ev": [0.65, -1.24],
  "spin_multiplicity": 3,
  "orbital_gap_ev": [7.757, 9.682],
  "fmax_ev_per_a": 3.03,
  "s2": 2.01,
  "de_lowest_kcal_mol": 25.3,
  "species": ["O", "O", "N", "C", "C", "H", "H", "H", "H", "H"],
  "positions_angstrom": [[-0.773, 0.668, 1.988], [-1.045, 2.123, -0.690], [-0.246, 0.897, -0.257], [-0.442, 0.415, 0.879], [0.830, -1.615, -0.087], [1.794, -1.669, -0.602], [-0.133, -1.600, -0.732], [0.699, -2.322, 0.739], [-0.112, 0.312, -1.022], [-0.573, 2.790, -0.217]]
}



{
  "formula": "C23H25CaFN9O6SSe2",
  "method": "ωB97M-V/def2-TZVPD",
  "homo_energy_ha": -0.13878,
  "lumo_ev": 1.46,
  "spin_multiplicity": 1,
  "orbital_gap_ev": 5.235,
  "total_charge": -1,
  "fmax_ev_per_a": 0.88,
  "de_lowest_kcal_mol": 9.8,
  "species": ["Se", "Se", "Ca", "S", "F", "O", "O", "O", "O", "O", "O", "N", "N", "N", "N", "N", "N", "N", "N", "N", "C", "C", "C", "C", "C", "C", "C", "C", "C", "C", "C", "C", "C", "C", "C", "C", "C", "C", "C", "C", "C", "C", "C", "H", "H", "H", "H", "H", "H", "H", "H", "H", "H", "H", "H", "H", "H", "H", "H", "H", "H", "H", "H", "H", "H", "H", "H", "H"],
  "positions_angstrom": [[-0.230, -1.468, -3.987], [-3.167, 0.309, -1.485], [-0.309, -0.739, -1.123], [-1.859, 4.968, 4.830], [4.745, 2.382, 2.040], [2.129, -0.149, -0.758], [7.419, 1.692, 1.680], [1.375, -2.244, -0.667], [0.044, 1.247, -2.163], [-3.096, 1.834, -5.868], [6.215, -2.340, -0.031], [-3.022, 2.677, 5.366], [-0.338, -3.632, 3.721], [-2.842, -4.266, 0.297], [4.529, -0.897, 0.544], [6.761, -0.299, 0.798], [-3.237, -4.165, -0.999], [-0.449, -1.884, 1.543], [-0.840, 1.143, 1.165], [-1.691, -2.673, -0.808], [4.186, 0.321, 1.105], [0.350, -2.492, 3.693], [-1.668, 1.260, -3.970], [-1.874, 2.159, -5.195], [-2.002, 0.850, 1.747], [3.507, -1.898, 0.213], [5.096, 1.206, 1.504], [-2.239, 3.394, 4.550], [5.849, -1.266, 0.403], [-2.560, -3.211, -1.639], [2.254, -1.374, -0.461], [-1.123, -3.029, 1.559], [-1.907, -3.344, 0.346], [-0.296, 1.726, -3.479], [-0.158, 2.181, 1.640], [-1.759, 2.616, 3.345], [0.290, -1.624, 2.617], [-2.492, 1.552, 2.836], [-2.783, 1.604, -2.945], [6.518, 0.947, 1.360], [-1.072, -3.896, 2.648], [-1.728, -0.228, -4.430], [-0.573, 2.952, 2.718], [-3.711, 1.725, -3.500], [-1.848, -0.253, -5.511], [-3.401, 3.126, 6.181], [3.964, -2.616, -0.461], [0.986, 1.018, -2.160], [0.832, -0.684, 2.626], [0.770, 2.414, 1.128], [-2.634, -0.646, -3.998], [3.220, -2.451, 1.110], [0.965, -2.251, 4.552], [-2.548, 2.578, -2.503], [-1.906, 3.208, -4.877], [-3.164, 2.414, -6.629], [0.018, 3.789, 3.063], [-1.029, 2.023, -5.882], [-0.277, 2.818, -3.427], [0.473, 1.371, -4.167], [3.129, 0.525, 1.170], [-2.575, 0.048, 1.302], [-3.181, 1.695, 5.226], [-1.640, -4.818, 2.626], [-2.675, -2.924, -2.673], [-3.981, -4.737, -1.354], [7.730, -0.553, 0.682], [-3.467, 1.280, 3.220]]
}